Record 1
# C3H9NO5

The molecule C3H9NO5 in a non-equilibrium geometry (ωB97M-V with the def2-TZVPD basis set, the Open Molecules 2025 dataset).

CARTESIAN COORDINATES (ANGSTROEM)
C  1.42123  -0.24447  0.22621
C  -0.10561  0.41277  -0.19019
C  -2.48067  -0.21204  -0.10837
N  -0.98455  -0.55012  0.30897
O  2.42702  0.41426  -0.46192
O  1.56071  0.03361  1.57858
O  1.46227  -1.59331  -0.09017
O  -0.22162  1.62665  0.44720
O  -0.10177  0.63265  -1.56019
H  2.13742  0.50278  -1.38201
H  2.50310  0.02877  1.80130
H  2.15478  -2.06079  0.39422
H  0.07868  1.49814  1.36133
H  -0.64979  1.40988  -1.73011
H  -0.76773  -1.46392  -0.07065
H  -3.09562  -0.89690  0.46815
H  -2.65417  -0.35327  -1.17921
H  -2.68368  0.81531  0.18686

Calculated values
ΔE to the lowest compared entry with this formula, charge and spin: 48.1 kJ/mol
Kohn-Sham gap: 10.2 eV
Highest occupied orbital energy: -9.57 eV

Record 2
# C6H13N

The molecule C6H13N in a non-equilibrium geometry (ωB97M-V with the def2-TZVPD basis set, the Open Molecules 2025 dataset).

CARTESIAN COORDINATES (ANGSTROEM)
C  2.11246  -0.52909  1.46715
C  1.01515  0.28697  0.80891
C  0.32792  -0.67697  -0.22328
C  -0.80657  0.00430  -0.97458
C  -0.61453  1.14760  -1.65826
C  -2.00399  -0.85170  -1.34904
N  -0.04392  0.87237  1.64033
H  1.69675  -1.15350  2.28340
H  2.50100  -1.30135  0.79648
H  2.93280  -0.07639  2.03083
H  1.51620  1.15092  0.37689
H  0.78274  -1.31678  -0.99427
H  -0.00840  -1.48614  0.45307
H  0.27381  1.69810  -1.35601
H  -1.17260  1.39743  -2.54531
H  -1.77988  -1.49426  -2.21043
H  -2.79315  -0.15710  -1.64250
H  -2.41886  -1.51234  -0.58462
H  -0.36259  0.20861  2.32914
H  -0.68220  1.37461  1.04930

Calculated values
ΔE to the lowest compared entry with this formula, charge and spin: 139.2 kJ/mol
Kohn-Sham gap: 10.0 eV
Highest occupied orbital energy: -8.98 eV

Record 3
# C24H56BrN3O

A 4-piece molecular cluster, C24H56BrN3O overall in a non-equilibrium geometry (ωB97M-V with the def2-TZVPD basis set, the Open Molecules 2025 dataset).

CARTESIAN COORDINATES (ANGSTROEM)
Br  0.11671  0.88671  -0.32622
C  5.50624  -1.38494  3.68604
C  4.34660  -2.09035  2.89641
N  3.60383  -1.14003  1.90492
C  2.34986  -1.98407  1.31448
C  3.00709  0.10749  2.63993
C  2.08032  -0.08193  3.86480
C  4.55983  -0.70697  0.75711
C  3.99118  0.07668  -0.37204
O  4.90987  0.10302  -1.39902
C  4.46487  -0.33177  -2.65307
H  5.33752  -0.34600  3.96933
H  6.31181  -1.20518  2.97411
H  5.88084  -2.05744  4.45774
H  3.54990  -2.41601  3.56523
H  4.76076  -2.99999  2.46153
H  1.94342  -2.39611  2.23813
H  2.79548  -2.88914  0.90173
H  1.71940  -1.34608  0.69513
H  2.39289  0.50477  1.83183
H  3.76526  0.88668  2.71839
H  2.76769  -0.24378  4.69511
H  1.36958  -0.89507  3.71731
H  1.48273  0.79457  4.11528
H  4.83147  -1.68327  0.35568
H  5.42620  -0.20228  1.18466
H  3.78117  1.04952  0.07244
H  3.03201  -0.27540  -0.75169
H  4.15750  -1.36140  -2.47013
H  5.20288  -0.31007  -3.45493
H  3.57865  0.14769  -3.06880
C  -2.85196  -1.38368  -6.34579
C  -2.58313  0.11668  -6.14614
C  -1.56551  0.50149  -5.04439
N  -1.29658  2.02406  -4.89160
C  -2.55738  2.82690  -4.52592
C  -0.31787  2.31699  -3.66115
C  0.87311  3.05617  -4.29309
C  0.92650  2.65958  -5.76115
C  -0.54457  2.51442  -6.13791
H  -1.95427  -1.99859  -6.41009
H  -3.52780  -1.58986  -7.17575
H  -3.43299  -1.74477  -5.49719
H  -3.49137  0.62093  -5.81607
H  -2.32949  0.62270  -7.07764
H  -0.59854  0.05006  -5.26636
H  -1.97549  0.13663  -4.10264
H  -3.24215  2.82017  -5.37394
H  -2.20211  3.85339  -4.43535
H  -3.05610  2.37806  -3.66689
H  -0.86320  2.79945  -2.85001
H  -0.11228  1.31634  -3.28097
H  0.66752  4.12522  -4.34748
H  1.88025  2.99698  -3.88045
H  1.40300  3.41837  -6.38186
H  1.47192  1.73653  -5.95760
H  -0.98375  3.40472  -6.58802
H  -0.65264  1.73218  -6.88924
C  -3.72524  -0.17759  7.03272
C  -2.88823  -0.50735  5.85578
C  -3.67632  -0.15706  4.65716
N  -2.90537  -0.42200  3.33451
C  -1.79955  0.68112  3.20568
C  -3.92314  -0.38848  2.12103
C  -3.23916  -1.26362  0.99760
C  -2.14012  -2.00738  1.60842
C  -2.37668  -1.86063  3.11462
H  -4.74936  -0.54100  6.94772
H  -3.81090  0.89582  7.20167
H  -3.40035  -0.70646  7.92874
H  -2.53982  -1.53705  5.77568
H  -1.97600  0.08913  5.86790
H  -3.94546  0.89175  4.53202
H  -4.58984  -0.75127  4.67944
H  -1.36916  0.60632  2.20705
H  -0.99756  0.52742  3.92769
H  -2.32277  1.63428  3.28196
H  -4.20844  0.59557  1.74909
H  -4.77049  -0.96422  2.49335
H  -2.81046  -0.66553  0.19348
H  -3.93965  -2.01152  0.62604
H  -1.11657  -1.73066  1.35570
H  -2.25577  -3.07229  1.40673
H  -1.51999  -2.07547  3.75340
H  -3.11053  -2.60321  3.42787

Calculated values
ΔE to the lowest compared entry with this formula, charge and spin: 216.7 kJ/mol
Kohn-Sham gap: 8.6 eV
Highest occupied orbital energy: -12.43 eV
Charge: +2